1.
DFT (ωB97M-V/def2-TZVPD) results for a single C22H25ClN2O3 molecule.

The geometry in XYZ format:
```
53
Properties=species:S:1:pos:R:3:lowdin_charge:R:1
Cl 0.97 5.60 4.81 0.67
O 4.13 0.49 1.95 0.07
O 0.01 0.78 0.12 0.05
O -2.70 -2.53 -0.47 -0.06
N 0.05 -1.42 -0.28 -0.09
N 3.25 1.35 0.07 -0.04
C 2.84 -0.66 -1.25 -0.11
C -5.48 -3.84 -2.37 -0.09
C -4.24 -3.70 -1.79 -0.01
C 2.38 2.25 -0.65 -0.13
C 1.41 2.39 2.49 -0.02
C 0.36 -2.60 -1.05 -0.03
C 2.77 2.41 2.20 -0.14
C -2.34 -1.43 0.34 -0.17
C 3.02 4.41 3.53 -0.10
C 1.52 0.05 -1.61 -0.21
C -0.90 -1.61 0.80 -0.11
C -4.94 -1.61 -0.81 -0.03
C 0.86 3.37 3.29 -0.09
C 0.47 -0.15 -0.52 -0.41
C -6.46 -2.88 -2.18 -0.10
C 1.76 1.54 -1.86 -0.12
C 3.57 3.42 2.73 -0.01
C 3.88 0.35 -0.76 -0.13
C 1.66 4.37 3.80 -0.67
C -6.18 -1.77 -1.40 -0.09
C 3.43 1.32 1.41 -0.42
C -3.95 -2.58 -1.00 -0.27
H -0.76 -2.62 1.20 0.13
H -7.43 -3.00 -2.64 0.10
H 0.83 -2.36 -1.99 0.08
H 3.24 -1.20 -2.11 0.12
H -5.68 -4.71 -2.98 0.10
H 4.37 0.85 -1.60 0.13
H 4.63 3.43 2.52 0.12
H -4.75 -0.74 -0.21 0.10
H -3.00 -1.38 1.23 0.14
H 0.81 2.02 -2.09 0.12
H 1.60 2.60 0.01 0.11
H -0.57 -3.14 -1.25 0.09
H 1.03 -3.26 -0.48 0.10
H 2.67 -1.39 -0.45 0.11
H 2.96 3.12 -1.00 0.13
H -6.93 -1.02 -1.25 0.10
H -3.46 -4.44 -1.92 0.11
H 1.11 -0.37 -2.54 0.14
H 0.78 1.61 2.08 0.10
H 3.64 5.19 3.94 0.10
H 4.64 -0.16 -0.15 0.12
H -0.20 3.35 3.52 0.11
H -0.69 -0.87 1.57 0.13
H -2.43 -0.49 -0.22 0.13
H 2.41 1.64 -2.73 0.12
```

Output
- spin multiplicity = 1
- gap between HOMO and LUMO (eV) = 9.3444
- E_LUMO (eV) = 0.585
- structure (SMILES) = CN(CCOc1ccccc1)C(=O)C1CCN(C(=O)c2ccc(Cl)cc2)CC1
- energy relative to the best compared isomer or geometry (same formula, charge and spin) (kJ/mol) = 91.8
- highest occupied orbital energy (Eh) = -0.322
- charge = 0

***

2.
DFT (ωB97M-V/def2-TZVPD) results for C22H25GdN4O9S as an isolated structure at a distorted geometry.

The geometry in XYZ format:
```
62
Properties=species:S:1:pos:R:3:lowdin_charge:R:1
Gd 0.75 -0.69 -0.46 1.77
S 0.60 -2.71 -3.02 0.28
O 0.01 -2.97 -1.64 -0.47
O -0.47 -2.27 -3.92 -0.39
O -0.21 -2.05 1.29 -0.19
O 1.18 -3.95 -3.57 -0.40
O 2.10 -0.01 1.22 -0.18
O 2.12 1.18 -1.26 -0.14
O 1.61 -1.62 -2.75 -0.46
O 1.77 -2.85 0.69 -0.06
O -0.94 -0.08 -2.12 -0.11
N 0.99 2.08 1.26 0.07
N -0.08 1.61 0.47 -0.04
N -2.82 -1.26 -2.71 0.09
N -2.48 -0.62 0.20 0.11
C 1.89 1.20 1.61 -0.50
C -1.64 0.03 -4.40 -0.01
C 4.37 2.52 4.87 -0.13
C -3.65 -0.60 2.29 -0.08
C 2.77 1.67 2.74 -0.13
C 2.21 2.35 3.82 -0.05
C -1.79 2.37 -1.05 -0.05
C -0.35 2.35 -0.58 -0.38
C 3.00 2.74 4.89 -0.11
C 1.82 2.35 -1.65 -0.48
C -3.24 -1.62 -0.22 -0.25
C -4.24 -2.17 0.59 -0.03
C -2.93 -2.20 -1.57 -0.09
C 0.66 3.05 -1.30 -0.04
C -2.68 -0.13 1.42 -0.13
C 4.93 1.79 3.82 -0.11
C 2.79 2.97 -2.62 -0.04
C 0.21 -4.37 1.70 -0.01
C 4.13 1.35 2.78 -0.02
C -4.46 -1.63 1.85 -0.10
C 0.64 -3.03 1.17 -0.74
C -1.75 -0.45 -2.96 -0.53
H -0.69 0.55 -4.54 0.09
H -1.99 0.64 1.70 0.09
H -3.06 -1.75 -3.57 0.12
H -1.98 -2.75 -1.49 0.10
H 0.39 3.94 -1.86 0.08
H -2.46 0.73 -4.66 0.08
H 3.80 2.94 -2.20 0.08
H 1.15 2.57 3.80 0.10
H -1.88 2.74 -2.08 0.07
H 2.79 2.36 -3.53 0.08
H 2.55 3.24 5.74 0.09
H -2.22 1.38 -1.01 0.04
H -2.39 3.01 -0.41 0.07
H 5.99 1.53 3.88 0.09
H -0.19 -4.21 2.70 0.07
H 5.00 2.82 5.68 0.08
H -3.72 -0.18 3.30 0.10
H -1.64 -0.81 -5.11 0.07
H -4.87 -2.99 0.24 0.10
H 4.52 0.75 1.96 0.12
H -5.23 -2.02 2.51 0.09
H 1.04 -5.08 1.71 0.07
H 2.56 4.00 -2.88 0.06
H -3.71 -2.93 -1.82 0.12
H -0.59 -4.80 1.09 0.08
```

Output
- spin multiplicity = 8
- gap between HOMO and LUMO (alpha / beta) (eV) = 6.4236 / 5.2734
- E_LUMO (alpha / beta) (eV) = 4.560 / 3.614
- energy relative to the best compared isomer or geometry (same formula, charge and spin) (kJ/mol) = 36.1
- highest occupied orbital energy (alpha / beta) (Eh) = -0.068 / -0.061
- charge = -2